Run i
Formula: C4H10O2S
Source: the Open Molecules 2025 dataset
Level of theory: the ωB97M-V functional and the def2-TZVPD basis

Summary:
**HOMO-LUMO gap (alpha / beta)**: 6.452 / 8.893 eV
**Charge**: 0

The geometry in XYZ format:
```
17
C4H10O2S (the ωB97M-V functional and the def2-TZVPD basis)
C 1.772 -1.384 -0.408
C -1.395 1.484 0.753
C 2.014 0.073 -0.247
C -1.314 0.383 -0.264
O 2.041 0.616 0.935
O -2.059 0.662 -1.398
S -1.635 -1.256 0.421
H 1.229 -1.699 0.363
H 1.404 -1.605 -1.429
H 2.659 -2.013 -0.446
H -0.953 2.323 0.486
H -2.498 1.832 1.085
H -1.017 1.230 1.653
H 2.530 0.552 -0.954
H 1.208 0.316 1.330
H -2.987 0.463 -1.247
H -0.998 -1.977 -0.635
```


Run ii
Formula: C4H10O2S
Source: the Open Molecules 2025 dataset
Level of theory: the ωB97M-V functional and the def2-TZVPD basis

Summary:
**Structure (SMILES)**: O=CCCCS.O
**HOMO-LUMO gap**: 9.789 eV
**Charge**: 0

The geometry in XYZ format:
```
17
C4H10O2S (the ωB97M-V functional and the def2-TZVPD basis)
O -2.863 2.376 -0.679
C -2.153 1.371 -0.645
C -1.642 1.214 0.745
C -0.415 0.309 0.780
C 0.699 1.289 0.349
S 2.168 0.734 -0.645
H -1.800 0.898 -1.498
H -2.420 0.565 1.233
H -1.463 2.149 1.149
H -0.165 -0.031 1.776
H -0.630 -0.507 0.195
H 1.122 1.585 1.389
H 0.224 1.962 -0.375
H 2.801 0.314 0.451
O 2.469 -4.699 -1.153
H 2.183 -4.123 -1.943
H 1.884 -5.407 -1.128
```


Order from most stable to least stable according to the calculation: run ii, run i


Run i
Formula: C4H9NO3S
Source: the Open Molecules 2025 dataset
Level of theory: the ωB97M-V functional and the def2-TZVPD basis

Summary:
**HOMO-LUMO gap**: 11.138 eV
**Charge**: 0

The geometry in XYZ format:
```
18
C4H9NO3S (the ωB97M-V functional and the def2-TZVPD basis)
C -1.007 -0.824 0.607
C 0.587 0.116 -0.971
C 0.903 0.369 1.632
C 0.441 -0.469 0.435
N -2.818 -0.748 -1.447
O -1.360 -1.929 0.838
O -3.932 1.137 -0.052
O -1.772 0.315 0.586
S -3.168 -0.034 -0.134
H 0.027 -0.532 -1.707
H 1.711 0.112 -1.116
H 0.167 1.159 -0.966
H 0.406 1.338 1.889
H 0.993 -0.159 2.608
H 1.995 0.494 1.445
H 1.122 -1.396 0.429
H -3.246 -0.317 -2.153
H -3.677 -1.003 0.709
```


Run ii
Formula: C4H9NO3S
Source: the Open Molecules 2025 dataset
Level of theory: the ωB97M-V functional and the def2-TZVPD basis

Summary:
**Structure (SMILES)**: C[C@H](O)[C@@](N)(S)C(=O)O
**HOMO-LUMO gap**: 8.952 eV
**Charge**: 0

The geometry in XYZ format:
```
18
C4H9NO3S (the ωB97M-V functional and the def2-TZVPD basis)
C 0.885 -0.874 -0.926
C 0.389 0.526 -0.816
O 1.507 1.237 -0.328
C -0.805 0.653 0.095
N -0.522 0.340 1.470
S -1.874 2.074 -0.005
C -2.047 -0.708 -0.222
O -2.400 -0.814 -1.326
O -2.226 -1.450 0.854
H 2.047 -0.998 -0.871
H 0.508 -1.420 -1.829
H 0.521 -1.344 -0.096
H 0.024 0.972 -1.778
H 1.579 2.164 -0.527
H -0.891 1.140 2.100
H 0.439 0.140 1.685
H -2.303 2.029 -1.248
H -1.460 -0.815 1.512
```


Order from most stable to least stable according to the calculation: run ii, run i


Run i
Formula: C2H5NO3
Source: the Open Molecules 2025 dataset
Level of theory: the ωB97M-V functional and the def2-TZVPD basis

Summary:
**Structure (SMILES)**: O=CNC=O.O
**HOMO-LUMO gap**: 10.966 eV
**Charge**: 0

The geometry in XYZ format:
```
11
C2H5NO3 (the ωB97M-V functional and the def2-TZVPD basis)
O -0.750 -1.803 -1.333
C -0.471 -1.039 -0.446
N 0.715 -0.313 -0.370
C 1.601 0.167 -1.337
O 2.684 0.581 -1.005
H -1.136 -0.838 0.402
H 1.013 -0.179 0.582
H 1.151 0.105 -2.338
O -1.675 0.805 2.215
H -1.348 1.706 2.378
H -1.785 0.810 1.252
```


Run ii
Formula: C2H5NO3
Source: the Open Molecules 2025 dataset
Level of theory: the ωB97M-V functional and the def2-TZVPD basis

Summary:
**Structure (SMILES)**: NO[C@H]1O[C@@H]1O
**HOMO-LUMO gap**: 10.764 eV
**Charge**: 0

The geometry in XYZ format:
```
11
C2H5NO3 (the ωB97M-V functional and the def2-TZVPD basis)
N -0.584 0.088 -2.055
O 0.489 0.424 -1.171
C 0.459 -0.407 -0.031
O 1.454 -0.222 0.882
C 0.105 0.232 1.241
O -0.608 -0.465 2.164
H -1.084 0.957 -2.224
H -0.143 -0.194 -2.927
H 0.114 -1.421 -0.234
H 0.054 1.317 1.306
H -0.257 -0.309 3.051
```


Order from most stable to least stable according to the calculation: run i, run ii


Run i
Formula: C2H5NO3
Source: the Open Molecules 2025 dataset
Level of theory: the ωB97M-V functional and the def2-TZVPD basis

Summary:
**Structure (SMILES)**: NC=O.O=CO
**HOMO-LUMO gap**: 10.297 eV
**Charge**: 0

The geometry in XYZ format:
```
11
C2H5NO3 (the ωB97M-V functional and the def2-TZVPD basis)
N -0.889 0.223 1.936
C -1.658 0.697 0.910
O -2.375 1.650 1.031
H -0.896 0.685 2.830
H -0.167 -0.447 1.779
H -1.552 0.131 -0.019
O 1.283 -2.116 -1.766
C 1.594 -0.987 -1.898
O 0.857 -0.048 -1.169
H 2.341 -0.496 -2.521
H 1.462 0.708 -1.113
```


Run ii
Formula: C2H5NO3
Source: the Open Molecules 2025 dataset
Level of theory: the ωB97M-V functional and the def2-TZVPD basis

Summary:
**Structure (SMILES)**: NC=O.O=CO
**HOMO-LUMO gap**: 10.827 eV
**Charge**: 0

The geometry in XYZ format:
```
11
C2H5NO3 (the ωB97M-V functional and the def2-TZVPD basis)
N -0.514 -1.457 -0.740
C -0.116 -1.703 0.547
O -0.277 -0.945 1.478
H -0.378 -2.182 -1.423
H -1.456 -1.069 -0.737
H 0.797 -2.344 0.612
O 1.374 3.066 0.096
C 0.425 2.362 0.219
O 0.288 1.326 -0.599
H -0.343 2.563 0.984
H 0.201 0.382 -0.437
```


Order from most stable to least stable according to the calculation: run i, run ii